Record 1
C16H40ILaO2P2Si2 as an isolated structure, computed with the ωB97M-V functional and the def2-TZVPD basis.

XYZ file:
```
64
Properties=species:S:1:pos:R:3:lowdin_charge:R:1
La 0.287 0.033 0.046 1.355
I 3.485 -0.453 -3.408 0.689
P -0.062 2.465 -0.541 0.548
P 0.353 -2.439 0.544 0.546
Si 0.155 0.766 4.039 0.373
Si -2.888 0.539 3.076 0.384
O -3.181 -0.308 -0.160 0.016
O 2.312 -1.143 -6.087 0.058
C -3.314 1.242 4.780 -0.181
C 1.937 0.909 3.467 -0.182
C 0.904 2.723 -1.992 -0.245
C 0.706 3.322 0.815 -0.219
C 1.199 -2.514 2.103 -0.216
C -0.033 -0.636 5.281 -0.162
C -1.687 3.055 -0.770 -0.245
C 3.366 -0.939 -5.571 -0.780
C -0.057 2.356 5.043 -0.157
C -1.903 -0.186 -0.113 -0.238
C 1.404 -3.121 -0.700 -0.243
C -3.426 -1.250 3.104 -0.174
C -4.085 1.584 2.044 -0.179
C -1.144 -3.325 0.636 -0.247
C 4.737 -0.963 -6.209 -0.088
C -1.063 0.745 2.577 -0.369
H 5.205 0.018 -6.089 0.088
H -4.453 -1.311 3.490 0.054
H 1.927 2.330 -1.879 0.038
H -1.572 4.116 -0.989 0.069
H -3.819 2.639 2.157 0.035
H 1.410 -3.575 2.255 0.085
H -4.383 1.072 4.965 0.051
H -2.759 -1.830 3.751 0.035
H 2.593 0.929 4.351 0.060
H 2.345 -2.555 -0.798 0.038
H 0.165 -1.634 4.869 0.016
H -1.810 -2.931 1.415 0.047
H 0.125 3.222 1.740 0.041
H -3.420 -1.647 2.083 0.000
H -1.132 1.853 2.340 -0.034
H -5.103 1.437 2.437 0.054
H 0.067 3.221 4.385 0.032
H 0.445 2.239 -2.866 0.077
H -2.744 0.756 5.575 0.019
H 4.637 -1.211 -7.280 0.108
H 1.605 -4.142 -0.371 0.080
H 2.076 1.843 2.912 0.013
H 0.738 4.366 0.500 0.083
H -3.133 2.321 4.779 0.037
H -4.100 1.338 0.978 -0.001
H -2.309 2.918 0.126 0.053
H 0.716 2.381 5.820 0.052
H -0.852 -4.347 0.874 0.069
H 1.726 2.949 1.004 0.062
H 5.356 -1.708 -5.703 0.088
H 0.679 -0.469 6.103 0.054
H 2.139 -1.940 2.086 0.059
H 0.924 3.806 -2.129 0.079
H 0.905 -3.130 -1.680 0.076
H 2.220 0.063 2.831 -0.013
H -1.684 -3.301 -0.322 0.080
H -1.044 -0.646 5.704 0.030
H -2.183 2.547 -1.611 0.080
H -1.035 2.403 5.530 0.021
H 0.575 -2.132 2.924 0.039
```

The value obtained for the LUMO energy (spin up / spin down) is -8.0 / -8.0 eV. As for the total charge: +2. As for the multiplicity: 1. The value obtained for the molar mass is 648.4 g mol⁻¹.



Record 2
C5H10O3 as an isolated structure, computed with the ωB97M-V functional and the def2-TZVPD basis.

XYZ file:
```
18
Properties=species:S:1:pos:R:3:lowdin_charge:R:1
O 1.906 1.390 -0.275 0.087
O 2.220 -0.611 0.792 0.117
O 0.607 -1.813 -0.934 0.095
C 0.502 -0.482 -0.866 -0.306
C 1.630 0.103 0.027 -0.496
C -1.142 1.377 -0.202 -0.087
C -0.906 -0.117 -0.325 -0.424
C -1.076 -0.784 1.056 -0.063
H 0.004 -0.314 1.779 0.183
H -0.867 -2.031 0.825 0.136
H -0.309 1.867 0.630 0.144
H -2.177 -0.821 1.404 0.083
H 1.088 -2.191 -0.379 -0.027
H -2.216 1.679 0.005 0.090
H -0.861 1.861 -1.181 0.082
H -1.472 -0.432 -1.050 0.078
H 2.665 1.430 0.465 0.200
H 0.404 -0.112 -1.772 0.109
```

The value obtained for the LUMO energy is 0.7 eV. As for the total charge: 0. As for the multiplicity: 1. The value obtained for the molar mass is 118.1 g mol⁻¹.



Record 3
An isolated molecule of C10H15Br, computed with the ωB97M-V functional and the def2-TZVPD basis.

XYZ file:
```
26
Properties=species:S:1:pos:R:3:lowdin_charge:R:1
Br 2.152 -1.035 -1.960 0.758
C 0.842 -0.170 -0.773 -0.656
C 0.332 2.176 -1.790 -0.038
C -0.108 3.499 -2.261 -0.082
C 0.560 0.571 1.866 -0.010
C 1.888 -1.588 1.170 -0.084
C 0.880 -0.534 0.764 -0.391
C -0.264 -0.991 -0.168 -0.491
C -1.568 -0.260 -0.029 -0.034
C -0.482 -2.395 -0.673 -0.061
C 0.607 1.197 -1.161 -0.103
H -1.046 3.708 -1.806 0.063
H -1.575 0.888 -0.274 0.123
H -1.790 -0.458 1.072 0.107
H -0.240 0.150 2.471 0.073
H 1.598 -1.976 2.188 0.101
H 0.471 4.372 -1.842 0.107
H 1.766 -2.487 0.480 0.055
H 0.336 -3.149 -0.536 0.083
H -0.357 3.587 -3.225 0.025
H -0.814 -2.414 -1.661 0.060
H -1.436 -2.686 -0.161 0.098
H 1.445 0.927 2.428 0.088
H 2.849 -1.049 1.029 0.089
H -2.233 -0.827 -0.638 0.061
H 0.252 1.475 1.373 0.056
```

The value obtained for the LUMO energy is 0.8 eV. As for the SMILES: CC#CC1(Br)C(C)(C)C1(C)C. As for the total charge: 0. As for the multiplicity: 1. The value obtained for the molar mass is 215.1 g mol⁻¹.



The energy above the lowest of the compared OMol25 structures with the same formula, charge and spin results, record by record, are as follows: 6.053; 4.152; 3.611 eV.